(1)
DFT (the ωB97M-V functional and the def2-TZVPD basis) results for C29H30CdMgN9O9 as an isolated structure at a distorted geometry.

The relative energy (zero: lowest compared OMol25 entry of this formula, charge and spin) comes out at 0.000 eV. Its total charge is +1.

```
79
Properties=species:S:1:pos:R:3:lowdin_charge:R:1
Mg -5.5294 -10.7305 19.2859 0.694
Cd -2.4735 -7.1670 20.0873 1.424
N -2.7656 -10.5382 20.7130 -0.521
O -3.7063 -11.1101 20.1257 -0.082
O -2.1203 -11.1281 21.5872 0.036
O -2.5049 -9.3530 20.4747 -0.126
N -5.6353 -7.9557 21.0138 -0.522
O -5.8403 -9.0687 20.4513 -0.097
O -6.5689 -7.3858 21.5637 0.076
O -4.4977 -7.4865 20.9654 -0.123
N -3.9332 -8.4716 17.4563 -0.523
O -4.6200 -9.4019 17.9402 -0.075
O -3.3883 -7.6365 18.2080 -0.144
O -3.8346 -8.3618 16.2496 0.076
N -0.5480 -11.6099 15.7975 0.035
C -0.8570 -10.9709 16.9778 -0.152
C -0.7553 -11.8644 17.9870 -0.135
C -0.5953 -13.1417 17.4533 -0.085
C -0.5003 -12.9518 16.0721 -0.145
H -0.5131 -11.1806 14.8905 0.149
H -0.9625 -9.8975 16.9439 0.100
H -0.8522 -11.6144 19.0340 0.095
H -0.5783 -14.0663 18.0053 0.100
H -0.3828 -13.6865 15.2910 0.110
N -1.8565 -6.6222 22.0110 -0.078
C -2.4014 -7.2130 23.0913 -0.104
C -2.3332 -6.7196 24.3990 -0.008
C -1.6160 -5.5458 24.6476 -0.024
C -0.9799 -4.9636 23.5721 -0.044
C -1.0886 -5.5498 22.3099 -0.130
H -2.9972 -8.0787 22.8334 0.086
H -2.9645 -7.1418 25.1648 0.085
H -1.6091 -5.1429 25.6503 0.121
H -0.3630 -4.0762 23.5578 0.113
H -0.4999 -5.1814 21.4781 0.106
N -6.2826 -11.9456 20.7337 0.007
C -5.6672 -13.0272 21.3346 -0.088
C -6.1138 -13.6822 22.4576 -0.039
C -7.3202 -13.2845 22.9945 -0.049
C -8.0465 -12.2973 22.3756 -0.035
C -7.4257 -11.5776 21.3459 -0.112
H -4.6848 -13.2696 20.9520 0.118
H -5.5220 -14.4632 22.9108 0.120
H -7.7396 -13.7740 23.8645 0.121
H -9.0219 -11.9985 22.7297 0.117
H -7.9948 -10.7477 20.9437 0.122
N -5.2499 -12.2110 17.9230 0.006
C -4.1233 -12.3251 17.1582 -0.071
C -3.9858 -13.1839 16.0949 -0.023
C -5.0708 -13.9751 15.7527 -0.030
C -6.2338 -13.9241 16.5249 -0.036
C -6.2870 -12.9670 17.5123 -0.118
H -3.3196 -11.6816 17.4850 0.091
H -3.0942 -13.1824 15.4878 0.099
H -4.9909 -14.6831 14.9385 0.117
H -7.0608 -14.5524 16.2305 0.114
H -7.2049 -12.9256 18.0896 0.116
N -0.5858 -7.4107 19.2327 -0.073
C -0.2488 -7.2037 17.9365 -0.130
C 0.8780 -7.7270 17.3515 -0.060
C 1.7887 -8.4552 18.1132 -0.034
C 1.5224 -8.6259 19.4702 -0.022
C 0.3575 -8.0270 19.9774 -0.128
H -1.0285 -6.7813 17.3154 0.111
H 1.0255 -7.6075 16.2875 0.117
H 2.6886 -8.8677 17.6791 0.119
H 2.1917 -9.2284 20.0650 0.115
H 0.2000 -8.1394 21.0424 0.103
N -4.6144 -8.7355 26.2141 0.055
C -5.5378 -8.7960 25.2398 -0.136
C -5.4751 -9.5985 24.0952 -0.060
C -4.3278 -10.3726 23.9425 -0.077
C -3.3103 -10.2450 24.8829 -0.065
C -3.4949 -9.4312 26.0160 -0.170
H -6.4268 -8.1810 25.3099 0.107
H -6.3575 -9.7629 23.4939 0.093
H -4.2309 -11.0768 23.1260 0.087
H -2.3959 -10.8228 24.8710 0.106
H -2.6959 -9.3431 26.7407 0.108
```

(2)
DFT (the ωB97M-V functional and the def2-TZVPD basis) results for C29H30ClN4O12S2 as an isolated structure at a distorted geometry.

Its total charge is -1.

```
78
Properties=species:S:1:pos:R:3:lowdin_charge:R:1
C -0.1156 1.4592 3.9411 -0.122
C -1.1592 1.4508 2.8342 -0.702
Cl -1.0300 3.0507 1.9272 0.552
C -2.6118 1.3576 3.2844 -0.302
S -3.2560 -0.2778 3.7014 0.499
O -2.7230 -0.5859 5.0190 -0.341
O -4.6928 -0.0595 3.5752 -0.369
N -2.8216 -1.3054 2.5566 -0.336
S -1.5527 -2.2675 2.8279 0.537
O -1.9205 -3.4276 3.6304 -0.351
O -0.3473 -1.5564 3.2174 -0.351
C -1.2918 -2.9396 1.1741 -0.180
C 0.1140 -2.7934 0.5506 -0.699
N 0.0534 -3.6153 -0.6728 0.068
N 1.1706 -3.1754 1.4800 0.086
N 0.4106 -1.4421 0.0894 0.096
H 0.8432 1.8296 3.5648 0.055
H -0.4317 2.1126 4.7631 0.084
H 0.0177 0.4456 4.3203 0.065
H -0.9503 0.6748 2.0959 0.066
H -2.7922 1.9634 4.1778 0.105
H -3.2639 1.7131 2.4814 0.067
H -1.5902 -3.9929 1.1742 0.099
H -1.9682 -2.4199 0.4872 0.081
H 0.0015 -4.5877 -0.3953 0.073
H 0.9161 -3.4995 -1.1908 0.060
H 0.8696 -3.8582 2.1595 0.075
H 1.9684 -3.5220 0.9671 0.064
H -0.3434 -1.1650 -0.5319 0.059
H 0.3458 -0.8449 0.9091 0.060
C 4.7614 5.7707 0.6752 0.016
C 4.3822 4.8287 1.5348 0.014
C 2.9431 4.5827 1.8170 -0.375
O 2.5918 3.7266 2.5944 0.108
C 1.9487 5.4379 1.1164 0.023
C 2.3360 6.3851 0.2657 0.015
C 3.7714 6.6200 -0.0282 -0.395
O 4.1204 7.4832 -0.8087 0.086
H 5.8020 5.9673 0.4497 0.119
H 5.0861 4.1994 2.0586 0.103
H 0.9074 5.2449 1.3428 0.090
H 1.6330 7.0247 -0.2531 0.118
C -2.5468 -3.4428 -5.3756 0.016
C -1.3826 -3.3700 -4.7366 0.028
C -0.8443 -4.5285 -3.9796 -0.382
O 0.2124 -4.4584 -3.3963 0.093
C -1.6616 -5.7682 -3.9557 0.024
C -2.8254 -5.8409 -4.5952 0.016
C -3.3586 -4.6848 -5.3587 -0.390
O -4.4172 -4.7542 -5.9470 0.096
H -2.9603 -2.6121 -5.9331 0.119
H -0.7735 -2.4752 -4.7296 0.123
H -1.2530 -6.5965 -3.3910 0.121
H -3.4385 -6.7331 -4.5930 0.119
C 4.1770 0.2920 0.4630 0.034
C 4.0679 -0.8894 -0.1392 0.030
C 5.2469 -1.5441 -0.7554 -0.382
O 5.1629 -2.6220 -1.3057 0.100
C 6.5524 -0.8337 -0.6777 0.016
C 6.6579 0.3471 -0.0757 0.016
C 5.4747 0.9991 0.5421 -0.372
O 5.5716 2.0734 1.0991 0.090
H 3.3312 0.7852 0.9271 0.126
H 3.1182 -1.4090 -0.1961 0.094
H 7.3970 -1.3343 -1.1344 0.117
H 7.5946 0.8854 -0.0024 0.117
C -5.4874 2.0412 -0.7321 0.022
C -4.7348 0.9814 -0.4481 0.036
C -3.4585 0.7352 -1.1668 -0.376
O -2.7666 -0.2192 -0.8977 0.104
C -3.0523 1.7112 -2.2114 0.021
C -3.8094 2.7666 -2.4951 0.014
C -5.0872 3.0143 -1.7771 -0.390
O -5.7725 3.9805 -2.0418 0.091
H -6.4177 2.2478 -0.2187 0.122
H -4.9956 0.2583 0.3166 0.128
H -2.1146 1.5105 -2.7143 0.119
H -3.5389 3.4944 -3.2497 0.117
```

(3)
DFT (the ωB97M-V functional and the def2-TZVPD basis) results for C29H30CsN6O2S as an isolated structure at a distorted geometry.

The relative energy (zero: lowest compared OMol25 entry of this formula, charge and spin) comes out at 1.117 eV. Its total charge is -1.

```
69
Properties=species:S:1:pos:R:3:lowdin_charge:R:1
Cs -0.0195 1.4584 0.1992 1.182
C 5.1111 1.3825 -1.4080 -0.051
C 3.6124 1.2923 -1.4101 -0.296
N 2.8836 1.2328 -0.3597 -0.032
N 3.5348 1.3100 0.8482 0.027
C 2.7456 0.9966 1.8714 -0.544
O 1.5631 0.5780 1.8643 -0.414
C 3.4175 1.1641 3.2204 -0.139
C 4.7762 1.4360 3.3576 -0.041
C 5.3438 1.5653 4.6165 -0.101
C 4.5599 1.4326 5.7565 -0.115
C 3.2042 1.1649 5.6267 -0.096
C 2.6407 1.0263 4.3654 -0.032
C 2.8988 1.2669 -2.7240 -0.222
C 3.6213 1.3209 -3.9169 -0.034
C 2.9430 1.3012 -5.1248 -0.084
C 1.5631 1.2286 -5.1192 -0.079
C 0.9238 1.1783 -3.8858 -0.135
N 1.5605 1.1952 -2.7249 0.087
H 5.4741 1.3864 -0.3857 0.050
H 5.4543 2.2926 -1.9083 0.078
H 5.5508 0.5344 -1.9406 0.077
H 5.3721 1.5445 2.4620 0.096
H 6.4034 1.7713 4.7118 0.092
H 5.0043 1.5362 6.7390 0.090
H 2.5853 1.0604 6.5098 0.094
H 1.5899 0.8021 4.2388 0.108
H 4.6995 1.3785 -3.8957 0.093
H 3.4940 1.3433 -6.0569 0.100
H 0.9899 1.2131 -6.0363 0.095
H -0.1589 1.1237 -3.8301 0.111
S -3.2175 1.7125 -0.5046 0.277
C -2.7780 3.3982 -0.3936 -0.876
C -3.7808 4.3982 -0.3104 -0.143
C -3.4452 5.7258 -0.2380 -0.113
C -2.0981 6.0978 -0.2383 -0.114
C -1.1750 5.0763 -0.3051 -0.195
N -1.4795 3.7777 -0.3792 -0.176
H -4.8135 4.0768 -0.3139 0.080
H -4.2236 6.4790 -0.1803 0.093
H -1.7846 7.1312 -0.1833 0.083
H -0.1118 5.3065 -0.2997 0.098
C -3.9818 -2.4686 1.6997 -0.058
C -3.9262 -2.4465 0.1825 -0.197
N -3.7676 -3.7874 -0.3973 -0.055
C -4.9990 -4.5024 -0.7124 -0.216
C -5.4158 -4.3001 -2.1609 -0.073
C -2.5988 -4.4716 -0.5137 -0.421
O -2.5625 -5.6539 -0.8339 0.050
C -1.3258 -3.7439 -0.1917 -0.129
C -0.4528 -4.2591 0.7573 -0.011
C 0.7008 -3.5552 1.0552 -0.044
C 0.9404 -2.3557 0.3948 -0.129
N 0.1393 -1.8883 -0.5598 0.068
C -0.9508 -2.5855 -0.8539 -0.100
H -4.1601 -1.4635 2.0831 0.080
H -3.0368 -2.8266 2.1123 0.073
H -4.7799 -3.1235 2.0563 0.071
H -3.1419 -1.7781 -0.1539 0.091
H -4.8509 -2.0387 -0.2287 0.123
H -5.7720 -4.1368 -0.0327 0.115
H -4.8430 -5.5598 -0.5076 0.112
H -5.5624 -3.2419 -2.3844 0.072
H -6.3502 -4.8232 -2.3722 0.070
H -4.6455 -4.6886 -2.8271 0.076
H -0.6936 -5.1898 1.2560 0.121
H 1.3914 -3.9039 1.8111 0.103
H 1.7835 -1.7254 0.6533 0.100
H -1.5729 -2.1793 -1.6453 0.127
```

Across the entries above, HOMO takes the values -10.5; -6.1; -4.1 eV, respectively.